# 1
This record from the OMol25 dataset describes C29H39Br3CaF6LiNO13 as an isolated structure at a distorted geometry. The level of theory is the ωB97M-V functional and the def2-TZVPD basis.

Element x y z (Å)
C1 0.9113 -4.2929 -1.8694
C2 -0.0874 -3.1580 -1.5657
C3 -0.1713 -1.9400 -2.3078
C4 -1.1414 -0.9119 -1.9895
C5 -2.0682 -1.1494 -0.8740
C6 -3.1492 -0.1191 -0.4969
O1 -4.4556 -0.5208 -1.0120
C7 -4.9926 -1.5565 -0.2896
O2 -5.1520 -1.4294 0.9051
N1 -5.3411 -2.7924 -0.8749
C8 -4.9193 -2.9297 -2.2721
C9 -5.8830 -2.2312 -3.3138
F1 -6.8041 -1.3743 -2.7165
C10 -1.9320 -2.3870 -0.1225
C11 -0.9866 -3.3885 -0.4270
H1 1.1388 -4.2209 -2.9540
H2 1.8651 -4.2684 -1.1561
H3 0.3212 -5.2332 -1.7364
H4 0.5047 -1.7426 -3.1546
H5 -1.1790 0.0063 -2.6013
H6 -3.1544 0.0813 0.5926
H7 -2.8896 0.8553 -1.0084
H8 -6.3169 -3.0268 -0.7312
H9 -4.9781 -4.0208 -2.5086
H10 -3.8645 -2.6471 -2.4489
H11 -6.4372 -3.0030 -3.8951
H12 -5.2506 -1.6732 -4.0408
H13 -2.6330 -2.5485 0.7130
H14 -0.9514 -4.3144 0.1645
C12 1.9590 -1.5286 0.1928
C13 0.8223 -0.5302 0.2390
O3 -0.1349 -0.7582 1.2508
C14 0.2705 -0.7180 2.6055
C15 0.8570 0.6342 2.9754
H15 1.5765 -2.5374 0.0675
H16 2.6299 -1.3033 -0.6392
H17 2.5532 -1.5220 1.1090
H18 0.2596 -0.5724 -0.7096
H19 1.1975 0.4978 0.3199
H20 0.9594 -1.5342 2.8508
H21 -0.6345 -0.8947 3.1920
H22 1.7657 0.8634 2.4159
H23 1.1025 0.6763 4.0390
H24 0.1248 1.3882 2.7205
F2 -1.4102 1.4601 -0.7142
C16 3.6867 -8.0204 -3.9336
C17 3.2390 -6.6263 -4.3138
O4 2.6417 -6.1368 -3.1169
C18 3.1856 -6.8343 -2.0774
O5 3.0643 -6.5930 -0.9331
O6 3.9339 -7.9020 -2.5517
H25 4.6087 -8.3483 -4.4435
H26 2.9086 -8.7670 -4.0995
H27 4.0783 -5.9680 -4.5772
H28 2.5209 -6.6311 -5.1331
Li1 5.6891 -7.5880 -5.8053
F3 2.5829 -4.2804 -0.3080
C19 -0.7993 4.9756 3.2698
Br1 0.3755 4.4697 4.7217
Br2 0.1394 5.9830 1.9082
Br3 -1.7178 3.4477 2.5322
H29 -1.5532 5.6322 3.6864
Ca1 5.5676 -9.0069 -1.2110
O7 -2.4858 2.6973 -0.3408
H30 -2.9219 1.8358 -0.3488
C20 -3.2543 5.9664 -0.3406
C21 -3.0695 6.1277 -1.6574
C22 -3.6680 7.2856 -2.3940
O8 -3.4590 7.4041 -3.5873
C23 -4.4887 8.2301 -1.6394
C24 -4.6739 8.0647 -0.3265
C25 -4.0535 6.9219 0.4147
O9 -4.2392 6.8273 1.6157
O10 -5.4235 8.9126 0.3944
O11 -2.3433 5.2688 -2.3799
H31 -2.8260 5.1351 0.2050
H32 -4.9298 9.0526 -2.1852
H33 -5.3950 8.5717 1.3084
H34 -2.3649 5.6109 -3.2925
C26 4.4842 3.3857 5.8891
C27 4.6185 3.3693 4.3808
O12 5.9798 3.1167 3.9882
C28 6.3655 1.8406 4.0078
O13 5.6764 0.9179 4.3242
C29 7.8135 1.7233 3.5238
F4 8.6113 2.6453 4.0868
F5 7.8988 1.8913 2.1939
F6 8.3411 0.5292 3.8030
H35 5.1825 4.1008 6.3280
H36 3.4692 3.6565 6.1810
H37 4.7170 2.4089 6.3155
H38 4.3578 4.3478 3.9787
H39 3.9452 2.6430 3.9239

As for the gap between HOMO and LUMO: 2.73 eV. The value obtained for the electronic energy is -303874.02934 eV. The molar mass comes out at 1010.3 Da. As for the LUMO energy: -2.98 eV. The total charge is 0.

---

# 2
This record from the OMol25 dataset describes C29H39MoN7O as an isolated structure. The level of theory is the ωB97M-V functional and the def2-TZVPD basis.

Element x y z (Å)
Mo1 0.9026 -0.5835 0.0923
C1 1.4822 1.8789 3.7731
C2 1.6351 0.9812 2.6008
N1 0.6677 0.3886 1.9900
N2 -0.5888 0.5218 2.5087
C3 -1.3919 -0.2282 1.8372
O1 -0.9388 -0.9295 0.8154
C4 -2.8152 -0.3261 2.1729
C5 -3.6253 -1.2748 1.5509
C6 -4.9655 -1.3626 1.8803
C7 -5.5014 -0.5014 2.8281
C8 -4.7001 0.4482 3.4451
C9 -3.3583 0.5375 3.1234
C10 2.9417 0.6319 2.0585
C11 4.1273 1.0525 2.6463
C12 5.3309 0.5575 2.1776
C13 5.3058 -0.3692 1.1490
C14 4.0881 -0.7202 0.5936
N3 2.9135 -0.2164 0.9940
H1 0.4498 1.8969 4.1068
H2 1.7831 2.8898 3.4916
H3 2.1211 1.5564 4.5934
H4 -3.2050 -1.9443 0.8136
H5 -5.5927 -2.0997 1.4037
H6 -6.5477 -0.5719 3.0879
H7 -5.1238 1.1182 4.1779
H8 -2.7275 1.2762 3.5965
H9 4.0978 1.7463 3.4705
H10 6.2640 0.8705 2.6221
H11 6.2114 -0.8166 0.7690
H12 4.0600 -1.4354 -0.2081
C15 2.3188 -3.2355 -1.1906
C16 2.7980 -2.0739 -2.0859
N4 2.0885 -0.7802 -1.8503
C17 1.1319 -0.5120 -2.9619
C18 0.0669 -1.5755 -2.8759
N5 -0.3811 -1.6619 -1.4646
C19 -0.6989 -3.0522 -1.0195
C20 0.2388 -3.5349 0.0965
N6 1.5347 -2.8323 0.0065
H13 3.1810 -3.8260 -0.8734
H14 1.6978 -3.9090 -1.7825
H15 2.6615 -2.3591 -3.1313
H16 3.8702 -1.9118 -1.9811
H17 2.7706 -0.0245 -1.8706
H18 1.6527 -0.5442 -3.9246
H19 0.7103 0.4815 -2.8169
H20 0.4515 -2.5497 -3.1792
H21 -0.7736 -1.3453 -3.5349
H22 -1.2374 -1.1158 -1.3770
H23 -0.6453 -3.7062 -1.8914
H24 -1.7264 -3.0878 -0.6591
H25 0.3724 -4.6190 0.0255
H26 -0.1830 -3.3056 1.0752
H27 2.0695 -3.0450 0.8434
C21 -3.2654 0.2657 -2.5322
N7 -2.4102 1.3972 -2.2201
C22 -2.8110 2.6453 -2.8293
C23 -2.0580 1.4957 -0.8149
C24 -0.6904 2.1177 -0.6049
C25 -0.6483 3.5093 -0.5268
C26 0.5397 4.2178 -0.5196
C27 1.7349 3.5284 -0.6209
C28 1.7080 2.1413 -0.6413
C29 0.5167 1.3960 -0.5913
H28 -4.0159 0.5381 -3.2727
H29 -3.8172 -0.0944 -1.6579
H30 -2.7037 -0.5729 -2.9592
H31 -3.1249 2.4680 -3.8553
H32 -1.9729 3.3410 -2.8669
H33 -3.6382 3.1290 -2.2897
H34 -2.1148 0.4935 -0.3957
H35 -2.7916 2.0954 -0.2477
H36 -1.5832 4.0499 -0.4717
H37 0.5289 5.2954 -0.4564
H38 2.6759 4.0574 -0.6761
H39 2.6719 1.6383 -0.6886

The spin multiplicity is 3. As for the gap between HOMO and LUMO (spin up / spin down): 6.57 / 5.84 eV. The value obtained for the electronic energy is -45026.69922 eV. The molar mass comes out at 597.6 Da. As for the LUMO energy (spin up / spin down): -6.44 / -7.16 eV. The total charge is +2.